Computed, not measured: a cluster of 6 separate species, C11H31IO8 in total, with ωB97M-V/def2-TZVPD.

Computed properties:
- SMILES = O=C(O)OI.CCO.CCO.CCO.CCO.CCO
- LUMO energy (eV) = -1.695
- HOMO level (hartree) = -0.3636

ORCA input file:
```
! RIJCOSX wB97M-V def2-TZVPD def2/J DEFGRID3
* xyz 0 1
O 0.784 0.544 0.873
C 2.107 0.557 0.562
O 2.578 -0.495 -0.351
O 2.908 1.646 1.141
I 4.433 0.966 2.278
H 2.608 -1.386 0.108
C -0.528 -1.660 -1.802
C -0.777 -0.744 -2.983
O -1.479 0.414 -2.558
H -1.475 -1.956 -1.338
H 0.008 -2.561 -2.114
H 0.058 -1.149 -1.032
H -1.381 -1.252 -3.740
H 0.166 -0.434 -3.444
H -0.930 0.862 -1.892
C 7.293 1.284 6.106
C 6.512 0.068 5.652
O 6.886 -0.282 4.328
H 7.108 2.131 5.437
H 7.013 1.570 7.124
H 8.369 1.086 6.079
H 5.438 0.278 5.660
H 6.701 -0.787 6.308
H 7.839 -0.475 4.334
C -3.072 1.088 0.400
C -4.373 1.834 0.190
O -4.548 2.801 1.215
H -3.066 0.591 1.376
H -2.924 0.335 -0.380
H -2.223 1.778 0.389
H -5.221 1.144 0.223
H -4.381 2.344 -0.779
H -3.795 3.415 1.171
C -1.952 1.846 -5.740
C -2.733 0.630 -6.194
O -2.359 0.280 -7.518
H -2.136 2.693 -6.409
H -2.232 2.132 -4.722
H -0.875 1.648 -5.767
H -3.806 0.839 -6.186
H -2.543 -0.225 -5.538
H -1.405 0.087 -7.512
C -2.627 -1.995 2.248
C -1.934 -3.290 1.876
O -1.179 -3.112 0.687
H -3.288 -1.667 1.440
H -3.217 -2.116 3.161
H -1.895 -1.195 2.405
H -2.670 -4.080 1.699
H -1.261 -3.617 2.674
H -0.523 -2.414 0.858
*
```

---

Computed, not measured: a cluster of 2 separate species, C11H31N2O3P3SSi2 in total, with ωB97M-V/def2-TZVPD.

Computed properties:
- LUMO energy (eV) = -2.123
- HOMO level (hartree) = -0.2297

ORCA input file:
```
! RIJCOSX wB97M-V def2-TZVPD def2/J DEFGRID3
* xyz 0 1
C 1.681 -0.851 4.725
C 1.622 0.333 3.782
N 1.651 0.061 2.333
C 0.944 0.867 1.639
C 0.145 1.774 2.466
C 0.560 1.477 3.930
P -0.797 1.212 5.175
P -2.318 -0.230 4.539
O -3.433 0.119 5.409
O -2.709 -0.164 2.990
O -1.760 -1.705 4.799
P 1.544 2.915 4.615
S 2.380 4.016 3.273
H 1.743 -0.483 5.747
H 2.597 -1.411 4.531
H 0.850 -1.548 4.626
H 2.598 0.815 3.939
H 2.216 -0.682 1.937
H 0.909 0.824 0.552
H 0.078 2.808 2.131
H -0.878 1.390 2.310
H -1.553 2.382 4.991
H -2.104 -0.532 2.336
H -1.271 -2.107 4.073
H 2.428 2.255 5.484
H 0.643 3.580 5.462
C 1.039 0.247 -6.473
Si 0.307 -0.746 -5.042
C 1.649 -1.998 -4.535
C -1.113 -1.765 -5.783
N -0.154 0.289 -3.817
Si -0.834 -0.034 -2.361
C 0.260 -1.081 -1.162
C -2.533 -0.874 -2.402
C -1.057 1.567 -1.369
H 1.355 -0.397 -7.300
H 0.298 0.952 -6.858
H 1.909 0.815 -6.135
H 2.070 -2.510 -5.406
H 1.252 -2.770 -3.868
H 2.466 -1.484 -4.021
H -1.957 -1.113 -6.022
H -1.462 -2.539 -5.093
H -0.806 -2.270 -6.705
H 0.317 -2.127 -1.471
H -0.139 -1.075 -0.129
H 1.278 -0.674 -1.145
H -3.183 -0.344 -3.101
H -3.028 -0.879 -1.422
H -2.453 -1.915 -2.727
H -1.719 2.303 -1.821
H -0.064 2.016 -1.244
H -1.465 1.290 -0.381
*
```

---

Computed, not measured: a structure of composition C11H32AlBrF3O5, with ωB97M-V/def2-TZVPD.

Computed properties:
- LUMO energy (eV) = 2.281
- HOMO level (hartree) = -0.1937

ORCA input file:
```
! RIJCOSX wB97M-V def2-TZVPD def2/J DEFGRID3
* xyz -1 1
F 4.055 -0.439 2.819
C 3.036 -1.338 2.666
F 3.153 -1.739 1.366
F 1.912 -0.589 2.723
Al 3.107 -2.857 4.071
Br 5.362 -3.660 4.221
H 2.572 -2.203 5.442
H 2.140 -4.052 3.672
C 0.348 1.326 -0.367
C -0.512 0.102 -0.617
O 0.189 -0.859 -1.410
H 0.646 1.780 -1.309
H -0.192 2.066 0.226
H 1.262 1.047 0.164
H -1.413 0.376 -1.164
H -0.810 -0.363 0.327
H 0.983 -1.115 -0.922
C -0.208 -2.467 -5.273
C -0.262 -3.586 -4.249
O 0.772 -3.462 -3.286
H 0.758 -2.465 -5.781
H -0.998 -2.577 -6.020
H -0.323 -1.496 -4.786
H -0.129 -4.554 -4.732
H -1.232 -3.590 -3.738
H 0.651 -2.611 -2.846
C -2.392 -4.688 4.633
C -1.510 -3.450 4.662
O -0.472 -3.525 3.700
H -1.794 -5.581 4.813
H -3.179 -4.631 5.389
H -2.863 -4.803 3.653
H -1.027 -3.349 5.633
H -2.111 -2.550 4.483
H -0.877 -3.601 2.829
C -3.081 4.350 -1.200
C -3.504 2.911 -0.960
O -3.040 2.437 0.300
H -1.994 4.436 -1.158
H -3.426 4.703 -2.173
H -3.493 5.006 -0.428
H -3.076 2.259 -1.719
H -4.595 2.819 -1.001
H -3.417 2.997 0.986
C 3.229 4.753 -1.661
C 1.783 5.212 -1.693
O 0.904 4.195 -1.224
H 3.356 3.857 -2.270
H 3.897 5.531 -2.036
H 3.532 4.499 -0.643
H 1.478 5.447 -2.712
H 1.654 6.113 -1.081
H 1.153 3.981 -0.318
*
```

---

Computed, not measured: a structure of composition C11H32K2N4O9, with ωB97M-V/def2-TZVPD.

Computed properties:
- LUMO energy (eV) = -1.612
- HOMO level (hartree) = -0.3040

ORCA input file:
```
! RIJCOSX wB97M-V def2-TZVPD def2/J DEFGRID3
* xyz 0 1
K -3.824 11.810 -22.596
K -1.983 11.220 -18.498
C -1.493 13.976 -20.145
O -1.758 15.180 -20.439
O -0.761 13.713 -19.133
O -2.103 13.012 -20.745
C -1.595 14.496 -14.475
C -1.167 14.014 -15.821
O -2.094 14.405 -16.802
H -2.608 14.201 -14.195
H -1.528 15.579 -14.377
H -0.943 14.032 -13.729
H -1.028 12.920 -15.752
H -0.182 14.421 -16.074
H -1.633 14.340 -17.665
C -1.510 20.191 -20.012
C -2.076 18.809 -19.891
O -1.194 17.934 -20.570
H -2.243 20.926 -19.677
H -1.180 20.382 -21.031
H -0.650 20.270 -19.344
H -3.058 18.699 -20.371
H -2.139 18.438 -18.861
H -1.562 17.040 -20.637
C 1.478 11.689 -22.315
C 0.537 10.633 -21.712
O -0.792 10.943 -22.188
H 1.100 12.652 -21.954
H 1.439 11.750 -23.399
H 2.496 11.669 -21.926
H 0.473 10.588 -20.624
H 0.769 9.668 -22.163
H -1.094 11.660 -21.604
C -1.805 14.133 -25.353
C -1.538 14.278 -23.836
O -2.783 14.335 -23.146
H -2.398 14.982 -25.693
H -2.354 13.219 -25.578
H -0.864 14.196 -25.899
H -0.977 15.206 -23.706
H -0.971 13.436 -23.430
H -2.530 14.357 -22.204
C 2.355 12.748 -17.079
O 2.945 13.804 -17.276
N 1.225 12.428 -17.765
N 2.738 11.803 -16.163
H 0.888 11.518 -17.506
H 0.811 13.066 -18.442
H 2.289 10.913 -16.124
H 3.603 12.074 -15.726
C -5.522 15.160 -20.652
O -6.731 15.275 -20.817
N -4.615 16.071 -21.077
N -4.848 14.093 -20.095
H -5.011 16.893 -21.502
H -3.625 16.005 -20.874
H -3.843 14.044 -20.147
H -5.301 13.251 -19.787
*
```

---

Computed, not measured: a cluster of 5 separate species, C11H33O6 in total, with ωB97M-V/def2-TZVPD.

Computed properties:
- LUMO energy (eV) = -2.289
- HOMO level (hartree) = -0.4769

ORCA input file:
```
! RIJCOSX wB97M-V def2-TZVPD def2/J DEFGRID3
* xyz 1 1
O 0.119 -0.545 0.007
H -0.678 -1.072 -0.023
H 0.229 -0.220 -0.928
H 0.023 0.288 0.332
C -2.589 0.256 -2.781
C -1.651 1.414 -2.828
O -1.717 2.003 -4.146
O -2.442 -0.460 -1.534
H -2.258 -0.449 -3.590
H -3.603 0.342 -3.128
H -0.709 1.299 -2.653
H -1.881 2.280 -2.298
H -0.988 2.466 -4.377
H -3.140 -1.070 -1.538
C 1.325 0.932 2.819
C 0.535 2.209 2.240
C 1.614 3.279 2.051
O -0.310 1.838 1.146
H 1.787 0.334 1.833
H 0.569 0.286 3.161
H 1.973 1.261 3.808
H -0.040 2.678 3.157
H 1.282 4.143 1.462
H 2.215 2.747 1.391
H 2.077 3.547 2.982
H -0.993 2.334 1.228
C 3.045 0.374 -0.604
C 2.933 -0.044 -2.053
C 3.643 -1.295 -2.376
O 1.508 -0.242 -2.275
H 4.042 0.788 -0.449
H 3.038 -0.414 0.132
H 2.309 1.207 -0.458
H 3.415 0.712 -2.734
H 4.729 -0.893 -2.128
H 3.769 -1.610 -3.408
H 3.335 -2.191 -1.785
H 1.351 -0.459 -3.267
C -1.385 -2.429 2.777
C -2.356 -2.667 1.691
C -3.595 -1.733 1.613
O -1.661 -2.665 0.458
H -1.904 -2.262 3.862
H -0.938 -1.400 3.054
H -0.576 -3.229 2.697
H -2.669 -3.809 1.850
H -4.190 -1.888 2.635
H -4.350 -1.827 0.781
H -3.165 -0.645 1.594
H -1.100 -3.518 0.580
*
```